No. 1
C68H181N15O19 | ωB97M-V with the def2-TZVPD basis set

```
283
C68H181N15O19 | OMol25 | ωB97M-V with the def2-TZVPD basis set
C 2.01 3.06 2.21
C 6.47 5.61 -3.92
C 15.09 2.60 0.38
C 10.38 -0.59 -9.30
H 5.62 1.53 -3.14
H 10.36 3.69 2.55
H 12.66 8.34 10.54
H 11.50 6.85 -7.98
H 6.61 1.15 -5.87
H 2.90 4.09 -7.10
C 7.95 9.14 0.53
N 6.70 -2.93 -3.41
H 17.29 3.79 0.47
O 15.91 1.13 4.21
C 2.85 4.11 -6.01
H 13.95 6.34 -0.91
H 14.20 2.76 3.04
H 10.41 8.05 -8.65
H 9.84 -1.42 0.80
H 13.55 1.55 5.58
O 3.97 4.88 -5.52
N 11.82 -0.52 -9.38
O 13.36 7.32 2.00
C 16.72 5.13 5.22
C 9.36 6.30 -7.76
H 4.43 -1.47 0.15
H 18.30 3.79 5.73
H 10.48 3.32 -3.29
H 12.64 6.66 -10.42
H 11.50 2.38 -4.74
C 12.92 8.42 9.48
H 7.97 9.00 1.61
N 14.78 6.83 -0.60
C 13.47 6.93 7.71
H 11.96 -0.06 4.47
C 11.22 7.49 -2.21
H 15.24 1.53 0.24
C 4.68 0.23 -4.49
H 16.94 2.94 3.85
O 3.39 3.14 1.85
C 13.02 5.61 7.13
C 12.66 -1.19 -4.93
H 3.21 -2.41 -0.41
H 9.99 -3.24 -4.04
H 15.37 -1.67 -5.80
H 8.66 0.52 -8.58
H 4.33 -4.61 -0.11
C 14.66 0.56 3.99
H 11.53 7.64 2.97
H 14.27 3.32 4.42
H 7.31 0.92 5.66
N 9.61 3.81 -3.14
H 12.03 0.36 -9.82
H 5.16 3.52 -6.45
H 13.54 5.34 1.43
C 13.50 1.48 4.49
C 3.92 1.88 1.57
H 11.52 1.59 4.88
H 5.46 -3.55 0.76
C 13.40 -0.85 -6.25
H 12.31 -0.05 -1.86
H 9.08 -2.10 -8.40
N 11.61 5.68 6.71
H 5.57 5.81 -3.34
H 5.58 5.21 -6.78
H 10.80 4.76 -0.75
H 7.51 -0.31 -5.81
H 9.80 3.37 5.17
O 12.55 7.28 8.79
H 17.16 5.07 2.54
O 9.88 3.58 0.63
H 8.04 1.99 -2.60
H 8.49 -0.76 3.35
O 9.18 0.18 5.74
C 12.85 3.70 -4.16
H 11.63 2.92 1.70
H 1.87 4.52 -5.76
H 11.59 -1.14 -5.15
C 13.73 4.05 -2.93
O 9.42 -2.02 -1.24
H 9.92 4.77 -3.14
C 9.40 -1.08 -0.14
C 9.23 0.42 7.11
H 3.76 -0.36 -4.48
C 6.93 0.37 -5.18
H 4.75 8.29 0.47
C 15.73 3.40 6.67
C 7.88 0.10 5.22
H 2.84 3.04 -5.83
H 15.37 -0.65 -7.06
H 11.40 6.16 -11.54
N 17.83 3.40 3.73
H 14.01 2.75 0.45
C 5.28 4.50 -6.00
H 9.18 1.69 3.42
N 5.60 8.73 0.77
H 14.61 0.25 2.95
H 8.27 -3.83 -2.41
C 17.02 0.18 4.23
H 8.47 -0.68 0.25
H 8.42 6.52 -8.27
C 7.55 4.50 6.23
H 7.49 -1.59 -1.46
H 16.89 -0.63 4.94
H 7.50 2.18 3.25
C 4.75 0.88 -3.13
H 8.94 8.82 0.20
N 9.20 6.63 -6.31
C 8.20 1.36 3.07
H 13.76 5.46 6.35
H 4.83 2.44 -0.96
H 3.44 1.45 0.69
H 14.01 5.10 -2.97
O 10.03 0.69 -7.16
H 13.14 4.85 7.91
H 7.51 -0.85 5.60
H 11.26 3.62 7.09
N 6.43 -0.14 3.33
C 9.55 1.90 -6.53
H 8.51 1.92 -6.85
H 11.76 6.95 -1.43
H 3.89 1.15 2.38
H 16.78 5.74 6.12
H 10.52 -2.78 -9.01
H 12.08 5.96 3.12
H 18.81 5.06 4.62
N 6.00 0.87 0.67
H 18.70 4.41 2.21
C 7.46 5.15 2.06
O 12.92 -0.30 -3.85
H 1.43 2.59 1.42
H 11.15 3.06 -0.89
C 12.12 0.98 4.20
H 11.00 6.10 7.39
H 11.84 3.92 5.44
H 7.56 0.76 -4.38
H 11.90 0.45 -6.78
C 13.63 3.63 -5.49
H 12.21 -1.70 -2.43
H 14.23 2.74 -5.66
H 12.97 -2.17 -4.60
H 6.90 1.05 0.25
H 16.40 2.56 6.53
H 17.97 0.67 4.47
H 15.91 8.39 1.28
H 17.12 7.58 0.32
C 5.38 2.15 1.04
C 18.02 4.34 4.83
O 8.91 4.60 6.66
H 8.28 1.69 -0.92
H 14.58 3.40 -2.73
H 9.81 5.06 4.84
H 8.55 5.11 2.00
H 11.27 6.33 -5.90
N 12.10 2.47 -3.93
H 6.08 3.49 -4.23
H 15.79 5.45 0.54
H 1.54 4.03 2.33
H 16.37 5.73 4.38
H 9.52 5.23 -7.92
H 12.54 1.57 -3.85
H 13.17 -1.59 -7.01
H 12.08 4.46 -4.32
H 6.01 -4.67 -0.43
H 14.44 7.75 -0.37
N 13.59 2.84 3.84
N 12.91 0.43 -6.81
C 8.37 -1.80 -2.08
H 9.99 7.90 -4.37
H 7.11 4.85 3.05
H 5.89 0.58 3.79
H 13.56 7.67 6.91
H 13.07 3.85 -2.08
H 7.44 5.14 5.36
C 7.83 0.03 3.72
C 11.60 6.84 -10.71
C 17.68 4.12 2.47
C 8.09 -2.93 -3.00
H 14.46 6.70 8.11
C 7.00 6.69 0.37
H 7.41 3.48 5.88
C 6.79 8.22 0.11
H 9.76 -0.68 -10.20
C 17.02 3.23 1.37
H 12.89 7.23 4.00
H 6.31 6.00 -0.12
H 5.68 8.49 1.75
H 10.13 5.09 -5.32
H 11.64 8.49 -2.36
H 13.14 1.20 -6.19
C 14.18 6.18 1.72
H 10.25 7.57 -1.72
O 12.64 3.71 -6.52
H 8.27 3.99 -4.44
O 10.69 6.31 -9.69
N 7.70 4.07 -5.27
H 9.55 1.78 -5.45
H 6.77 8.39 -0.96
H 5.07 4.00 -0.01
C 14.91 -0.72 -6.08
H 8.71 -3.80 -4.97
O 5.89 -0.50 -4.72
C 11.29 4.34 6.27
C 12.41 7.00 3.05
H 10.05 -0.24 -0.37
H 1.81 2.68 3.21
H 12.17 -0.55 -8.43
O 11.23 6.64 -3.33
C 10.14 -1.87 -8.54
C 10.09 6.83 -4.16
H 3.30 -1.32 -2.69
C 6.34 4.37 -4.81
H 6.42 3.08 -0.65
C 15.30 6.41 0.69
H 9.10 7.64 -6.28
H 11.82 1.20 3.18
O 7.01 6.44 1.76
C 13.16 3.69 -7.82
H 10.66 -1.78 -7.59
H 11.01 -0.41 -2.87
H 6.05 -2.90 -2.63
H 12.63 4.37 -8.48
H 6.47 -2.15 -4.00
H 17.51 2.27 1.23
H 15.36 3.15 -0.52
N 5.00 -0.09 -2.04
H 6.73 6.50 -4.49
H 10.06 2.82 -6.84
H 8.05 4.92 -5.67
O 15.66 4.31 5.54
H 9.60 1.42 -2.05
H 16.10 4.09 7.44
H 14.68 -0.37 4.54
H 15.17 0.08 -5.39
H 8.33 4.19 -1.54
H 10.22 0.26 7.53
H 11.34 7.89 -10.84
H 17.06 -0.22 3.22
H 12.36 9.29 9.12
H 16.85 7.10 1.99
H 14.80 2.98 7.04
C 5.20 -3.97 -0.22
H 7.94 6.53 -0.15
H 3.03 -0.17 -1.35
H 8.45 1.14 2.03
C 9.89 4.34 5.65
H 3.86 1.42 -2.81
C 3.75 -0.83 -1.82
H 5.52 0.58 -0.17
H 4.52 0.98 -5.27
C 8.96 -2.99 -4.29
H 5.94 2.60 1.86
C 8.77 2.08 -1.80
H 8.55 -0.92 -2.69
H 9.00 -2.01 -4.78
C 12.06 -0.67 -2.72
C 4.10 -1.91 -0.79
H 5.68 -0.79 -2.30
H 13.99 8.59 9.51
O 15.65 3.14 1.51
H 6.76 4.66 6.96
H 8.87 1.41 7.41
H 14.68 5.93 2.65
C 10.87 3.69 1.59
H 9.11 6.65 -3.71
H 13.06 2.68 -8.23
C 10.53 6.99 -8.47
C 9.75 0.60 -8.54
H 11.50 4.53 1.30
C 10.29 6.16 -5.44
H 14.18 4.05 -7.74
H 7.21 4.37 1.34
O 5.00 -2.92 -1.18
H 6.33 0.13 2.37
H 9.98 1.51 -9.09
H 8.79 -0.40 7.67
H 7.73 10.20 0.39
H 14.22 4.54 -5.45
C 16.35 7.41 1.07
H 7.27 5.38 -3.23
C 9.19 3.55 -1.74
C 5.42 2.99 -0.22
C 10.34 3.77 -0.72
```

The HOMO-LUMO gap is 0.325 Ha. The charge is 0. As for the spin multiplicity: 1.



No. 2
C68H50F9N5O17S3 | ωB97M-V with the def2-TZVPD basis set

```
152
C68H50F9N5O17S3 | OMol25 | ωB97M-V with the def2-TZVPD basis set
C -5.46 7.46 4.63
F 3.05 -1.58 -5.40
C 7.41 -0.51 -4.09
H -5.85 8.33 5.13
C 0.00 0.10 -3.54
H 3.71 -5.22 0.51
C -9.67 7.57 7.38
C -0.94 5.35 -1.63
O -6.80 3.29 11.01
H 6.56 0.06 -6.64
C -6.54 -0.68 10.06
N -1.18 0.22 -2.70
C -0.38 -6.50 -4.08
C 5.20 -2.20 -4.18
C -5.93 5.44 3.18
H -8.95 4.51 5.95
C -1.42 7.66 -0.95
C -9.19 5.27 6.68
O -7.62 6.94 3.85
C 5.23 -4.26 -2.26
C -6.73 2.11 10.72
C 8.06 -6.43 -12.18
H 10.07 -6.57 -13.02
H -0.71 4.59 -2.36
C 3.57 1.70 -6.10
O -2.48 5.62 4.00
H -3.44 7.71 5.21
N 9.29 -1.00 -2.15
C -1.08 -7.80 -6.53
S 3.52 0.49 -2.64
C 7.28 -5.90 -11.04
H -2.38 3.21 9.15
C -9.80 7.11 8.78
H -1.80 7.97 1.18
C -3.66 5.93 3.97
C -0.96 1.25 -1.67
C 5.87 -2.95 -2.95
C 2.31 1.37 -3.45
C -9.32 4.81 8.08
C -3.31 0.86 2.81
H 0.18 -0.59 -4.44
C -3.56 -1.24 1.57
C -7.54 0.20 9.42
H -6.66 4.85 2.64
C -0.48 0.35 11.08
H -1.27 -1.55 4.19
C 4.61 -3.99 -0.80
C 3.83 -2.67 -4.82
O -1.38 -8.35 -7.58
H -9.74 5.48 10.12
S 9.34 -2.23 -0.94
F 4.80 -4.85 -8.92
C -4.64 5.11 3.22
C 7.25 -2.46 -2.32
N 2.35 -2.71 -1.05
C -1.99 -1.06 3.54
H 0.28 -6.36 -7.46
O 3.73 -5.10 -0.46
H -8.20 -0.27 8.69
H 5.45 -4.01 0.00
O -3.62 2.03 2.96
C 9.32 -4.94 -10.07
F 2.60 -4.53 -9.46
H -1.74 -7.94 -3.15
H 2.16 -2.06 -1.84
F 4.20 -5.03 -5.42
C -9.35 6.55 6.35
C -1.65 1.15 9.07
H -0.78 -0.84 9.35
H -1.51 5.58 1.81
C -7.63 1.49 9.73
C 3.28 -3.59 -7.31
C -0.93 0.11 9.84
C -2.33 0.21 3.70
C 5.59 -0.10 -6.02
O -2.05 0.93 7.94
H 0.05 -0.40 11.65
F 3.57 -2.41 -8.09
O -9.82 8.74 7.08
H -1.67 1.57 -0.84
N 7.91 -3.13 -1.19
O 7.53 -7.06 -13.07
H -4.25 4.23 2.72
C 3.50 -4.82 -8.36
C -6.44 6.64 3.88
H 5.29 1.65 -4.52
C 6.05 -0.97 -4.74
H 4.87 -0.64 -6.72
F 2.91 -3.27 -3.88
S 2.62 2.61 -4.77
H 7.31 -4.81 -9.22
C 7.87 -5.20 -10.06
O 9.86 -4.31 -9.18
O -6.46 -1.86 9.78
C -0.13 -6.67 -6.51
C 5.10 1.40 -5.62
H -8.36 2.15 9.27
H -1.91 0.83 4.49
C 0.20 -6.07 -5.37
C -0.69 1.66 11.73
H 4.31 -1.69 -1.09
C -1.41 5.93 0.79
H 6.22 -6.10 -11.05
H 7.97 0.40 -4.53
C -5.72 1.23 11.36
F 1.88 -3.67 -6.97
H -10.04 7.87 9.51
C 9.52 -6.17 -12.19
H 5.75 2.16 -6.22
H 4.53 -4.85 -2.97
C 3.81 -2.61 -0.63
H -1.00 6.98 -2.99
H 0.90 -5.24 -5.33
H -2.35 -9.06 -5.28
H 2.99 0.73 -6.33
H 1.02 2.71 -1.29
H -4.90 -0.72 11.51
H -1.56 3.65 11.45
H 1.81 -2.29 -0.26
C -1.10 6.63 -1.96
O -9.18 3.64 8.38
H -3.98 -1.85 0.79
C -1.41 2.70 10.96
C 10.10 -5.48 -11.21
C -1.09 4.90 -0.23
H 6.13 -4.97 -2.10
O -2.27 -3.05 2.32
C -2.58 -1.89 2.47
H -4.62 0.53 1.09
C -3.90 0.04 1.73
C -5.64 -0.07 11.05
C -1.56 7.21 0.45
N 0.91 1.08 -2.99
C -4.17 7.13 4.67
H 3.77 -2.40 0.51
C 4.20 -3.74 -6.01
H -5.07 1.69 12.09
O -0.29 1.88 12.86
C 8.06 -1.23 -2.87
C -1.33 -7.63 -4.10
O -1.56 8.83 -1.26
O -0.08 -5.95 -3.03
C -1.66 -8.24 -5.24
C -9.64 5.83 9.10
O -0.94 3.73 0.08
H 3.62 2.28 -7.10
F 5.56 -3.51 -6.46
C -1.86 2.46 9.72
H -9.25 6.90 5.34
H 11.17 -5.28 -11.20
F 3.06 -6.07 -7.84
C 0.49 1.88 -1.86
```

The HOMO-LUMO gap is 0.245 Ha. The charge is 0. As for the spin multiplicity: 1. The structure (SMILES) is NC[C@@H](O)Cc1c(C(F)(F)C(F)(F)C(F)(F)C(F)(F)F)c(CCCSC(=S)n2ccnc2)cc2nsnc12.O=C1C=CC(=O)C=C1.O=C1C=CC(=O)C=C1.O=C1C=CC(=O)C=C1.O=C1C=CC(=O)C=C1.O=C1C=CC(=O)C=C1.O=C1C=CC(=O)C=C1.O=C1C=CC(=O)C=C1.O=C1C=CC(=O)C=C1.



Number 1: electronic energy -134690.191 eV, HOMO level -8.29 eV. Number 2: electronic energy -170526.142 eV, HOMO level -8.53 eV.